[1]
{
  "formula": "C5H11IN",
  "method": "ωB97M-V/def2-TZVPD",
  "symbols": ["C", "C", "C", "C", "C", "N", "I", "H", "H", "H", "H", "H", "H", "H", "H", "H", "H", "H"],
  "positions_angstrom": [[-0.518, -0.253, -0.105], [1.377, 1.049, -0.842], [0.370, 0.076, -1.212], [-0.079, -0.391, -2.604], [-0.410, -0.070, 2.450], [-0.167, 0.398, 1.099], [0.566, 3.063, -0.736], [-1.320, 0.417, -0.712], [-1.029, -1.200, -0.132], [1.612, 0.852, 0.221], [2.278, 1.017, -1.466], [0.445, -1.273, -2.878], [0.145, 0.252, -3.550], [-1.171, -0.543, -2.581], [0.314, -0.810, 2.828], [-0.586, 0.706, 3.129], [-1.262, -0.716, 2.494], [-0.254, 1.393, 0.868]],
  "atomic_forces_ev_per_a": [[-0.55, 1.30, -0.23], [1.42, -0.25, -0.15], [-1.57, 0.29, -1.25], [0.17, 1.99, -0.76], [-0.09, -2.27, -0.78], [-0.40, 0.20, -0.69], [0.24, -0.26, -0.49], [0.83, -0.61, 0.83], [0.02, -0.56, 0.26], [0.12, 0.11, -0.49], [-0.48, 0.37, -0.17], [0.36, -1.28, 0.13], [-0.24, -0.36, 2.15], [0.61, -0.33, -0.10], [0.64, 0.90, -0.25], [0.10, 1.25, 0.82], [-1.23, -0.09, -0.21], [0.05, -0.38, 1.38]],
  "lumo_ha": -0.22549,
  "homo_lumo_gap_ev": 7.20,
  "e_above_lowest_kj_mol": 273.3,
  "charge": 1
}

=====

[2]
{
  "formula": "C5H11MnO3",
  "method": "ωB97M-V/def2-TZVPD",
  "symbols": ["C", "O", "C", "C", "O", "C", "H", "H", "H", "H", "H", "H", "H", "H", "H", "Mn", "O", "C", "H", "H"],
  "positions_angstrom": [[0.196, -0.450, -1.166], [0.985, -0.010, -0.028], [0.349, 0.878, 0.842], [-1.024, 0.404, 1.313], [-1.037, -0.986, 1.621], [-0.330, -1.351, 2.797], [0.921, -0.879, -1.877], [-0.368, 0.413, -1.577], [0.202, 1.870, 0.371], [1.029, 1.011, 1.696], [-1.781, 0.543, 0.531], [-1.338, 0.992, 2.188], [0.752, -1.214, 2.657], [-0.676, -0.745, 3.646], [-0.542, -2.409, 2.990], [-0.930, -2.058, -0.186], [1.976, 0.460, -3.994], [0.882, 0.987, -3.919], [-0.022, 0.520, -4.361], [0.756, 2.025, -3.546]],
  "atomic_forces_ev_per_a": [[-0.65, -0.42, 0.32], [0.37, 0.11, 0.26], [0.15, 0.09, -0.17], [-0.12, 0.59, 0.00], [-0.26, 0.18, 0.39], [0.35, -0.11, 0.39], [-0.35, 0.52, 0.17], [0.43, -0.22, -0.19], [0.01, -0.15, 0.10], [-0.16, 0.00, -0.18], [0.18, -0.08, 0.16], [0.04, -0.18, -0.12], [-0.26, -0.03, 0.06], [0.05, -0.13, -0.20], [0.04, 0.29, -0.08], [0.11, -0.49, -0.81], [-1.35, 0.61, 0.21], [1.28, -0.20, -0.82], [0.12, -0.08, 0.33], [0.04, -0.29, 0.19]],
  "lumo_ha": [0.01950, -0.00097],
  "homo_lumo_gap_ev": [6.14, 7.85],
  "e_above_lowest_kj_mol": 141.8,
  "multiplicity": 7,
  "charge": 0
}

=====

[3]
{
  "formula": "C5H11N",
  "method": "ωB97M-V/def2-TZVPD",
  "symbols": ["C", "N", "C", "C", "C", "C", "H", "H", "H", "H", "H", "H", "H", "H", "H", "H", "H"],
  "positions_angstrom": [[-0.184, 2.048, 1.034], [-0.983, 0.843, 0.994], [-1.113, 0.259, -0.337], [0.169, -0.309, -0.965], [0.795, -1.328, -0.002], [1.614, -2.355, -0.379], [-0.128, 2.422, 2.059], [-0.679, 2.810, 0.387], [0.788, 1.897, 0.572], [-1.920, 0.999, 1.324], [-1.536, 1.010, -1.055], [-1.703, -0.651, -0.199], [0.915, 0.401, -1.365], [-0.154, -0.946, -1.791], [0.415, -1.253, 1.010], [2.146, -2.462, -1.328], [1.558, -3.384, 0.040]],
  "atomic_forces_ev_per_a": [[-1.19, 0.53, -0.74], [0.70, -0.72, -0.19], [0.66, 0.34, -0.41], [1.12, -0.35, 0.99], [0.73, 0.17, -0.45], [-0.64, -0.93, -0.42], [0.27, 0.02, -0.12], [0.32, 0.19, 0.32], [0.21, -0.27, 0.38], [-0.17, 0.30, 0.32], [-0.17, -0.72, 0.38], [-0.60, 0.38, -0.30], [-0.64, -0.03, 0.23], [-0.19, 0.11, -0.68], [-0.30, -0.49, -0.05], [-0.41, 0.69, -0.09], [0.30, 0.80, 0.82]],
  "lumo_ha": [0.15311, 0.15028],
  "homo_lumo_gap_ev": [2.63, 8.40],
  "e_above_lowest_kj_mol": 168.0,
  "multiplicity": 2,
  "charge": -1
}

=====

[4]
{
  "formula": "C5H11N",
  "method": "ωB97M-V/def2-TZVPD",
  "symbols": ["C", "C", "C", "C", "C", "N", "H", "H", "H", "H", "H", "H", "H", "H", "H", "H", "H"],
  "positions_angstrom": [[2.158, -0.770, -0.744], [1.082, -0.756, 0.336], [0.334, 0.588, 0.496], [-0.827, 0.766, -0.457], [-2.811, 0.144, 0.571], [-1.870, -0.220, -0.184], [2.916, -1.536, -0.601], [1.737, -0.925, -1.739], [2.662, 0.202, -0.767], [0.337, -1.497, 0.026], [1.393, -1.078, 1.326], [0.065, 0.670, 1.550], [1.046, 1.399, 0.299], [-0.527, 0.652, -1.498], [-1.228, 1.789, -0.365], [-2.994, 1.201, 0.796], [-3.474, -0.628, 0.956]],
  "atomic_forces_ev_per_a": [[0.22, 0.60, 0.10], [-1.03, -0.34, -0.43], [1.18, -0.38, -0.24], [-0.95, 0.42, -0.25], [-0.02, -0.14, -0.55], [0.53, -0.15, 0.67], [0.00, -0.12, 0.12], [-0.11, 0.02, 0.04], [0.18, -0.12, -0.03], [-0.04, -0.02, 0.28], [0.58, 0.00, -0.06], [-0.54, 0.21, -0.12], [-0.06, 0.01, 0.09], [0.28, -0.10, 0.00], [0.02, -0.04, 0.07], [0.04, -0.07, 0.38], [-0.29, 0.23, -0.09]],
  "lumo_ha": 0.04539,
  "homo_lumo_gap_ev": 10.79,
  "smiles": "C=NCCCC",
  "e_above_lowest_kj_mol": 95.8,
  "charge": 0
}

=====

[5]
{
  "formula": "C5H11N",
  "method": "ωB97M-V/def2-TZVPD",
  "symbols": ["C", "C", "N", "C", "C", "C", "H", "H", "H", "H", "H", "H", "H", "H", "H", "H", "H"],
  "positions_angstrom": [[-1.414, 1.168, -0.217], [-1.312, -0.396, -0.181], [0.004, -0.803, 0.348], [0.445, -2.033, 0.580], [0.840, 0.234, 0.662], [1.546, 0.829, -0.517], [-2.181, 1.463, -0.932], [-1.704, 1.507, 0.784], [-0.535, 1.781, -0.442], [-2.062, -0.676, 0.568], [-1.559, -1.004, -1.068], [-0.195, -2.894, 0.746], [1.523, -2.160, 0.580], [1.351, 0.141, 1.609], [2.464, 0.240, -0.674], [1.819, 1.882, -0.399], [0.969, 0.720, -1.446]],
  "atomic_forces_ev_per_a": [[-0.37, -0.13, -0.10], [-0.02, 0.12, 0.20], [-0.23, 0.44, 0.04], [0.02, -0.41, 0.13], [0.68, 0.01, 0.05], [0.15, 0.20, -0.04], [-0.26, -0.09, 0.05], [-0.15, -0.09, -0.25], [-0.25, -0.70, -0.22], [0.13, -0.24, -0.05], [0.20, 0.74, -0.08], [-0.18, 0.31, 0.04], [-0.30, -0.04, 0.11], [0.42, -0.31, -0.08], [0.04, 0.20, -0.10], [0.08, -0.07, 0.00], [0.06, 0.05, 0.30]],
  "lumo_ha": [0.03275, 0.03662],
  "homo_lumo_gap_ev": [7.34, 7.94],
  "e_above_lowest_kj_mol": 357.6,
  "charge": 0
}

=====

[6]
{
  "formula": "C5H11N",
  "method": "ωB97M-V/def2-TZVPD",
  "symbols": ["C", "C", "C", "C", "C", "H", "H", "H", "H", "H", "H", "H", "H", "H", "H", "H", "N"],
  "positions_angstrom": [[-0.550, -1.479, -1.365], [0.087, 0.328, 0.174], [1.480, -0.133, 0.524], [-0.356, 1.699, 0.611], [-0.950, 0.484, 1.266], [0.411, -2.037, -1.235], [-1.237, -1.921, -0.640], [-0.943, -1.675, -2.370], [0.151, 0.354, -1.878], [2.159, 0.220, -0.297], [1.866, 0.340, 1.442], [1.613, -1.220, 0.563], [0.373, 2.319, 1.119], [-0.989, 2.256, -0.077], [-2.008, 0.251, 1.002], [-0.665, 0.244, 2.287], [-0.441, -0.030, -1.126]],
  "atomic_forces_ev_per_a": [[0.49, -0.17, 0.35], [-0.58, 0.22, -0.07], [0.97, 0.60, -0.74], [0.24, 0.28, -0.23], [-0.74, -0.29, -0.24], [-0.48, 0.36, -0.25], [-0.12, 0.12, -0.03], [0.13, 0.14, 0.24], [-0.34, -0.02, 0.66], [-0.37, -0.25, 0.58], [-0.30, -0.35, -0.20], [-0.24, 0.18, 0.22], [-0.10, -0.12, 0.25], [0.13, -0.25, 0.10], [1.03, 0.17, 0.24], [-0.02, 0.03, -0.20], [0.32, -0.67, -0.68]],
  "lumo_ha": 0.04149,
  "homo_lumo_gap_ev": 10.01,
  "smiles": "CNC1(C)CC1",
  "e_above_lowest_kj_mol": 105.2,
  "charge": 0
}

=====

[7]
{
  "formula": "C5H11N",
  "method": "ωB97M-V/def2-TZVPD",
  "symbols": ["C", "C", "C", "C", "N", "C", "H", "H", "H", "H", "H", "H", "H", "H", "H", "H", "H"],
  "positions_angstrom": [[-0.659, -0.461, 0.398], [-0.495, -1.057, -0.945], [1.915, 0.044, 0.616], [0.598, 0.516, 0.086], [-1.928, 0.107, 0.514], [0.381, 1.745, -0.370], [-0.314, -1.145, 1.187], [-2.518, -0.797, -0.276], [-2.076, 0.427, 1.468], [-0.769, -0.429, -1.782], [0.350, -1.707, -1.133], [-1.994, -1.466, -0.968], [2.555, -0.424, -0.138], [2.513, 0.833, 1.062], [1.858, -0.707, 1.416], [1.190, 2.456, -0.465], [-0.607, 2.064, -0.668]],
  "atomic_forces_ev_per_a": [[2.30, 0.77, -1.11], [-3.70, -0.84, -0.34], [0.80, -0.56, 0.18], [-0.97, 0.74, 1.97], [-0.20, -1.11, -1.97], [0.26, -0.30, -0.09], [-0.16, 0.07, -0.09], [0.68, 2.27, 2.74], [-0.94, -0.56, -0.22], [0.64, 0.49, 0.12], [-0.38, -0.53, -0.06], [2.35, -0.93, -0.52], [-0.12, 0.05, -0.21], [-0.07, 0.40, -0.17], [-0.47, 0.08, -0.21], [0.10, 0.00, -0.09], [-0.12, -0.02, 0.07]],
  "lumo_ha": 0.02360,
  "homo_lumo_gap_ev": 9.22,
  "e_above_lowest_kj_mol": 482.6,
  "charge": 0
}

=====

[8]
{
  "formula": "C5H11N",
  "method": "ωB97M-V/def2-TZVPD",
  "symbols": ["C", "C", "C", "C", "C", "H", "H", "H", "H", "H", "H", "H", "H", "H", "H", "H", "N"],
  "positions_angstrom": [[1.968, 0.559, 0.400], [-0.378, 0.399, 1.290], [-0.506, 0.000, -0.125], [-1.649, 0.570, -0.933], [-0.150, -1.388, -0.520], [2.444, 0.249, -0.619], [2.511, 1.422, 0.843], [2.138, -0.305, 1.086], [-0.006, -0.329, 2.017], [-1.072, 1.169, 1.681], [-2.466, -0.175, -1.097], [-2.047, 1.518, -0.520], [-1.280, 0.785, -1.956], [0.780, -1.760, 0.022], [0.103, -1.466, -1.565], [-0.937, -2.175, -0.265], [0.546, 0.928, 0.261]],
  "atomic_forces_ev_per_a": [[0.43, -0.86, -0.98], [-0.16, 0.94, 0.24], [-0.42, -0.30, 0.14], [-0.20, 0.31, -1.03], [0.86, -2.33, 1.41], [-0.88, 0.81, 1.69], [-0.34, -0.50, -0.52], [-0.16, 0.42, -0.38], [0.04, 0.22, -0.24], [0.43, -0.68, -0.09], [0.53, 0.55, 0.52], [0.21, -0.64, -0.15], [-0.12, 0.06, 0.40], [-1.09, 0.55, -0.53], [-0.14, 0.02, -0.56], [0.75, 1.24, -0.45], [0.26, 0.22, 0.53]],
  "lumo_ha": 0.03938,
  "homo_lumo_gap_ev": 9.85,
  "smiles": "CN1CC1(C)C",
  "e_above_lowest_kj_mol": 144.2,
  "charge": 0
}

=====

[9]
{
  "formula": "C5H11N",
  "method": "ωB97M-V/def2-TZVPD",
  "symbols": ["C", "C", "N", "C", "C", "C", "H", "H", "H", "H", "H", "H", "H", "H", "H", "H", "H"],
  "positions_angstrom": [[-0.299, -1.640, -0.665], [1.330, -0.665, 0.183], [0.526, 0.348, 0.720], [0.929, 1.326, 1.500], [-0.802, 0.197, 0.284], [-1.119, 0.948, -0.986], [0.423, -2.087, -1.357], [-0.535, -2.366, 0.115], [-1.204, -1.459, -1.258], [1.375, -1.555, 0.808], [2.329, -0.326, -0.126], [1.812, 1.200, 2.117], [0.375, 2.258, 1.519], [-1.527, 0.388, 1.087], [-1.190, 2.030, -0.801], [-2.080, 0.617, -1.397], [-0.343, 0.784, -1.743]],
  "atomic_forces_ev_per_a": [[-0.10, -0.27, -0.13], [0.18, 0.07, 0.19], [-0.04, -0.07, -0.04], [0.02, 0.08, 0.04], [-0.03, 0.27, 0.08], [-0.01, -0.06, -0.08], [-0.08, 0.04, 0.11], [0.08, 0.14, -0.12], [0.20, 0.06, 0.12], [-0.10, 0.07, -0.13], [-0.16, -0.05, -0.03], [-0.13, -0.02, -0.11], [0.05, -0.15, -0.03], [0.07, -0.02, -0.07], [0.02, -0.14, 0.00], [0.13, 0.04, 0.06], [-0.11, 0.01, 0.13]],
  "lumo_ha": 0.03132,
  "homo_lumo_gap_ev": 7.49,
  "e_above_lowest_kj_mol": 601.0,
  "charge": 0
}

=====

[10]
{
  "formula": "C5H11N",
  "method": "ωB97M-V/def2-TZVPD",
  "symbols": ["C", "C", "C", "C", "N", "C", "H", "H", "H", "H", "H", "H", "H", "H", "H", "H", "H"],
  "positions_angstrom": [[-1.582, 0.826, -0.812], [-0.073, 1.058, -0.510], [0.433, 0.048, 0.450], [1.104, -1.117, -0.167], [0.043, -1.865, -0.778], [0.424, 0.163, 1.844], [-1.829, 1.262, -1.772], [-1.742, -0.242, -0.868], [-2.240, 1.193, -0.029], [0.525, 0.979, -1.412], [0.021, 2.089, -0.180], [1.857, -0.736, -0.868], [1.655, -1.647, 0.645], [0.506, -2.468, -1.454], [0.151, 1.151, 2.197], [1.267, -0.282, 2.348], [-0.520, -0.414, 1.368]],
  "atomic_forces_ev_per_a": [[0.39, -0.30, -0.09], [-1.57, 0.21, 0.03], [3.36, 1.36, -2.36], [-0.58, -1.08, 0.97], [0.21, 0.00, 0.50], [-0.36, 1.47, -1.24], [-0.21, 0.21, -0.05], [0.02, -0.30, -0.30], [0.05, 0.41, 0.08], [-0.17, -0.38, -0.20], [0.27, 0.10, 0.55], [0.14, 0.39, 0.05], [0.23, -0.06, -0.16], [-0.27, 0.13, -0.36], [-0.56, -0.21, 0.25], [-0.57, -1.17, 0.35], [-0.40, -0.79, 1.96]],
  "lumo_ha": -0.01112,
  "homo_lumo_gap_ev": 5.99,
  "e_above_lowest_kj_mol": 533.6,
  "charge": 0
}

=====

[11]
{
  "formula": "C5H11N",
  "method": "ωB97M-V/def2-TZVPD",
  "symbols": ["C", "C", "C", "H", "H", "H", "H", "H", "H", "C", "C", "N", "H", "H", "H", "H", "H"],
  "positions_angstrom": [[-0.415, 1.307, 1.612], [-0.388, 1.717, 0.153], [0.730, 2.090, -0.452], [-0.944, 1.988, 2.277], [0.635, 1.153, 1.850], [-0.901, 0.327, 1.635], [-1.315, 1.789, -0.410], [0.806, 2.202, -1.527], [1.663, 2.289, 0.069], [1.047, -1.586, -1.156], [0.178, -2.209, -0.368], [-1.207, -2.081, -0.399], [0.678, -1.162, -2.088], [2.114, -1.581, -1.006], [0.533, -2.859, 0.426], [-1.567, -1.425, -1.077], [-1.646, -1.959, 0.462]],
  "atomic_forces_ev_per_a": [[0.03, -0.34, -1.28], [0.01, 0.74, 0.41], [0.31, 0.02, -0.38], [0.13, 0.05, 0.03], [-0.09, 0.13, 0.68], [-0.01, 0.07, 0.32], [-0.02, -0.53, 0.02], [-0.31, 0.37, 0.01], [-0.06, -0.49, 0.18], [-0.33, -0.27, -0.89], [0.31, 0.40, 0.88], [0.39, -0.47, -2.04], [0.09, 0.56, 0.29], [0.05, -0.48, 0.00], [-0.03, 0.28, 0.21], [0.17, 0.02, 0.01], [-0.63, -0.04, 1.56]],
  "lumo_ha": 0.03924,
  "homo_lumo_gap_ev": 9.32,
  "smiles": "C=CC.C=CN",
  "e_above_lowest_kj_mol": 177.3,
  "charge": 0
}

=====

[12]
{
  "formula": "C5H11N",
  "method": "ωB97M-V/def2-TZVPD",
  "symbols": ["C", "C", "N", "C", "C", "C", "H", "H", "H", "H", "H", "H", "H", "H", "H", "H", "H"],
  "positions_angstrom": [[-1.861, 1.087, -0.241], [-1.375, -0.360, -0.332], [-0.395, -0.565, 0.708], [0.697, -1.474, 0.847], [0.923, 0.007, 0.767], [1.837, 0.346, -0.478], [-2.626, 1.297, -0.993], [-2.284, 1.300, 0.749], [-1.024, 1.778, -0.399], [-2.225, -1.038, -0.156], [-0.969, -0.580, -1.329], [0.664, -2.159, 1.696], [1.264, -1.740, -0.042], [1.041, 0.715, 1.592], [2.775, 0.747, -0.080], [1.369, 1.083, -1.131], [2.189, -0.445, -1.180]],
  "atomic_forces_ev_per_a": [[0.02, -0.01, -0.08], [0.09, -0.01, -0.21], [0.04, 0.33, 0.00], [0.15, -0.06, 0.06], [0.62, 0.40, -0.43], [-0.27, 0.39, 0.19], [0.10, -0.04, 0.05], [0.11, -0.14, -0.19], [-0.13, -0.08, 0.00], [0.33, 0.07, -0.05], [-0.08, 0.06, -0.09], [0.31, 0.38, -0.10], [-0.69, -1.43, 0.02], [0.30, -0.46, -0.07], [-0.23, 0.26, -0.03], [0.08, 0.32, 0.12], [-0.74, 0.00, 0.81]],
  "lumo_ha": 0.04366,
  "homo_lumo_gap_ev": 10.03,
  "smiles": "CCN1C[C@H]1C",
  "e_above_lowest_kj_mol": 201.1,
  "charge": 0
}

=====

| no. | E_tot (hartree) | largest force on an atom (eV/A) |
| --- | --- | --- |
| 1 | -549.19837 | 2.4 |
| 2 | -1573.63976 | 1.5 |
| 3 | -251.73569 | 1.5 |
| 4 | -251.82602 | 1.3 |
| 5 | -251.72632 | 0.8 |
| 6 | -251.82247 | 1.4 |
| 7 | -251.67873 | 3.8 |
| 8 | -251.80759 | 2.9 |
| 9 | -251.63361 | 0.3 |
| 10 | -251.65930 | 4.3 |
| 11 | -251.79499 | 2.1 |
| 12 | -251.78592 | 1.6 |